(1)
Molecular formula: C19H34F3N2O8
Method: DFT, the ωB97M-V functional and the def2-TZVPD basis

The lowest unoccupied orbital energy is -3.16 eV.

ORCA input file:
```
! wB97M-V def2-TZVPD RIJCOSX def2/J DEFGRID3
* xyz 1 1
N -0.66 0.28 -2.09
C 0.05 -0.99 -1.90
C -0.21 -1.56 -0.50
C 0.34 -2.98 -0.28
C -0.75 -4.07 -0.28
C -0.45 -5.12 -1.35
C -1.38 -6.35 -1.28
N -2.50 -6.33 -2.29
C -2.86 -4.99 -2.85
C -3.99 -4.39 -2.01
C -4.44 -3.00 -2.43
O -5.54 -3.05 -3.30
C -4.88 -2.25 -1.16
F -5.37 -1.09 -1.45
F -5.81 -2.95 -0.55
F -3.87 -2.10 -0.31
C -1.63 -4.07 -3.08
O -0.39 -4.61 -2.67
H -1.66 0.10 -2.04
H -0.43 0.90 -1.32
H 1.12 -0.85 -2.08
H -0.31 -1.65 -2.70
H 0.31 -0.90 0.20
H -1.26 -1.47 -0.24
H 0.83 -2.98 0.69
H 1.09 -3.26 -1.02
H -0.79 -4.62 0.66
H -1.74 -3.64 -0.44
H 0.55 -5.49 -1.13
H -1.76 -6.47 -0.28
H -0.77 -7.23 -1.49
H -2.33 -7.03 -3.01
H -3.33 -6.66 -1.80
H -3.29 -5.18 -3.83
H -4.85 -5.04 -2.13
H -3.74 -4.42 -0.95
H -3.65 -2.39 -2.88
H -5.50 -2.28 -3.88
H -1.75 -3.10 -2.60
H -1.56 -3.86 -4.14
C 1.60 3.91 1.52
C 2.37 2.73 1.00
C 3.68 3.09 0.35
O 3.86 2.01 -0.58
C 2.63 1.56 -0.92
O 2.40 0.81 -1.81
O 1.69 2.09 -0.10
H 0.61 3.60 1.86
H 2.13 4.37 2.36
H 1.44 4.65 0.74
H 2.51 1.99 1.79
H 4.51 3.13 1.05
H 3.64 4.02 -0.21
C 3.39 9.05 5.45
C 3.84 7.69 4.97
C 4.02 7.58 3.48
O 3.78 6.18 3.26
C 2.96 5.75 4.25
O 2.41 4.69 4.26
O 2.84 6.69 5.22
H 3.16 9.02 6.51
H 4.16 9.80 5.27
H 2.47 9.35 4.93
H 4.75 7.39 5.50
H 5.01 7.86 3.13
H 3.27 8.14 2.91
*
```



(2)
Molecular formula: C19H34MgN2O3P2
Method: DFT, the ωB97M-V functional and the def2-TZVPD basis

The lowest unoccupied orbital energy is -4.84 eV. Its energy above the lowest of the compared OMol25 structures with the same formula, charge and spin is 2.9 kcal/mol.

ORCA input file:
```
! wB97M-V def2-TZVPD RIJCOSX def2/J DEFGRID3
* xyz 2 1
Mg 0.22 0.12 0.18
C -3.02 1.97 1.31
P -2.36 0.67 0.22
C -3.14 1.04 -1.38
C -3.19 -0.85 0.82
C -4.55 -1.03 0.57
C -5.22 -2.15 1.03
C -4.53 -3.11 1.75
C -3.18 -2.94 2.01
C -2.49 -1.82 1.55
P -0.72 -1.60 1.91
C -0.69 -1.01 3.64
C -0.04 -3.28 2.05
H -4.11 1.94 1.34
H -2.71 2.95 0.95
H -2.65 1.85 2.32
H -4.21 1.22 -1.29
H -2.97 0.21 -2.08
H -2.68 1.94 -1.79
H -5.11 -0.29 0.01
H -6.27 -2.28 0.82
H -5.04 -3.99 2.11
H -2.66 -3.70 2.58
H -1.29 -1.66 4.28
H -1.10 0.00 3.70
H 0.33 -0.99 4.01
H -0.46 -3.84 2.88
H 1.04 -3.20 2.21
H -0.20 -3.83 1.12
C 3.85 -2.13 0.31
N 4.03 -1.07 1.30
C 5.29 -1.09 2.06
C 3.12 -0.13 1.49
C 3.38 0.95 2.50
O 2.05 -0.12 0.83
H 4.73 -2.16 -0.33
H 2.97 -1.93 -0.29
H 3.75 -3.09 0.81
H 5.73 -2.08 1.95
H 5.11 -0.92 3.12
H 5.99 -0.35 1.68
H 4.33 1.45 2.31
H 3.43 0.53 3.51
H 2.57 1.68 2.46
O 0.80 1.73 -1.13
C 0.73 0.87 -2.05
O 0.37 -0.31 -1.84
C 1.03 1.31 -3.47
N 1.85 2.58 -3.40
C 1.34 3.49 -4.49
C -0.15 3.22 -4.45
C -0.24 1.71 -4.26
H 1.61 0.55 -3.99
H 2.85 2.41 -3.44
H 1.63 2.98 -2.47
H 1.79 3.15 -5.42
H 1.66 4.51 -4.28
H -0.64 3.56 -5.35
H -0.60 3.75 -3.60
H -0.24 1.19 -5.22
H -1.14 1.40 -3.72
*
```



(3)
Molecular formula: C19H34N2O4
Method: DFT, the ωB97M-V functional and the def2-TZVPD basis

The lowest unoccupied orbital energy is 0.77 eV. Its energy above the lowest of the compared OMol25 structures with the same formula, charge and spin is 28.8 kcal/mol. As for the structure (SMILES): O=C(CCCCCCCC(=O)NC[C@@H]1CCCO1)NC[C@H]1CCCO1.

ORCA input file:
```
! wB97M-V def2-TZVPD RIJCOSX def2/J DEFGRID3
* xyz 0 1
O 0.86 2.04 -2.78
C 0.14 1.30 -2.14
C -0.99 1.81 -1.27
C -2.35 1.16 -1.56
C -3.35 1.44 -0.43
C -4.63 0.60 -0.55
C -4.41 -0.89 -0.33
C -4.07 -1.26 1.12
C -3.02 -2.38 1.19
C -1.66 -1.84 0.77
O -1.28 -1.82 -0.39
N -0.92 -1.36 1.79
C 0.36 -0.72 1.63
C 0.37 0.63 2.36
C 1.71 1.36 2.19
C 2.48 0.91 3.42
C 1.36 0.79 4.46
O 0.19 0.42 3.75
N 0.29 -0.04 -2.14
C 1.43 -0.67 -2.75
C 2.47 -1.08 -1.68
C 3.84 -1.36 -2.32
C 4.48 0.04 -2.36
C 3.64 0.86 -1.37
O 2.72 -0.03 -0.76
H -1.05 2.89 -1.39
H -0.71 1.60 -0.23
H -2.21 0.09 -1.66
H -2.74 1.54 -2.50
H -2.87 1.22 0.52
H -3.61 2.50 -0.43
H -5.05 0.75 -1.55
H -5.36 0.97 0.17
H -5.31 -1.43 -0.64
H -3.60 -1.23 -0.98
H -4.97 -1.59 1.64
H -3.69 -0.39 1.65
H -3.30 -3.19 0.52
H -2.96 -2.77 2.21
H -1.28 -1.36 2.73
H 0.56 -0.58 0.57
H 1.14 -1.35 2.05
H -0.48 1.23 2.00
H 1.55 2.44 2.21
H 2.19 1.09 1.25
H 2.94 -0.06 3.24
H 3.25 1.61 3.73
H 1.19 1.75 4.96
H 1.56 0.03 5.22
H -0.28 -0.62 -1.53
H 1.12 -1.56 -3.30
H 1.87 0.06 -3.43
H 2.09 -1.92 -1.10
H 4.42 -2.02 -1.68
H 3.74 -1.81 -3.30
H 4.42 0.47 -3.36
H 5.53 0.01 -2.07
H 4.24 1.30 -0.57
H 3.09 1.66 -1.88
*
```



(4)
Molecular formula: C19H34N3O9P3
Method: DFT, the ωB97M-V functional and the def2-TZVPD basis

The lowest unoccupied orbital energy is -2.75 eV. As for the structure (SMILES): [H]/N=C(/C)Cc1nc2c(C)c(C)ccc2nc1[PH2]=O.COP(=O)(OC)OC.COP(=O)(OC)OC.

ORCA input file:
```
! wB97M-V def2-TZVPD RIJCOSX def2/J DEFGRID3
* xyz 0 1
H -2.72 4.23 1.87
N -3.32 3.79 2.63
C -4.38 3.16 2.02
C -5.45 2.37 3.02
C -4.65 3.18 0.37
C -3.60 2.07 -0.28
N -2.23 2.00 0.34
C -1.42 0.92 -0.32
C 0.11 0.66 0.28
C 0.69 1.60 1.55
C 1.11 -0.51 -0.30
C 2.64 -0.82 0.27
C 0.59 -1.50 -1.53
C -0.91 -1.20 -2.12
C -1.93 -0.03 -1.53
N -3.28 0.07 -2.18
C -4.11 1.14 -1.52
P -5.90 1.40 -2.23
O -6.81 0.32 -1.50
H -5.16 2.58 4.15
H -5.30 1.21 2.80
H -6.57 2.67 2.78
H -4.39 4.25 -0.05
H -5.78 2.89 0.24
H -0.02 2.49 1.81
H 1.78 2.01 1.35
H 0.75 0.91 2.50
H 3.27 -1.14 -0.69
H 2.52 -1.73 1.03
H 3.04 0.15 0.79
H 1.23 -2.36 -1.98
H -1.28 -1.87 -3.03
H -6.30 2.76 -2.01
H -5.83 1.10 -3.67
C 1.22 -5.96 4.69
O 2.34 -5.15 4.42
P 2.54 -3.89 5.58
O 2.28 -2.86 4.48
O 4.16 -4.19 5.66
C 4.86 -4.68 4.53
O 2.75 -2.63 6.75
C 1.61 -1.81 6.97
H 1.14 -6.73 3.91
H 1.33 -6.45 5.66
H 0.30 -5.36 4.68
H 4.49 -4.27 3.59
H 4.80 -5.77 4.52
H 5.92 -4.40 4.62
H 0.72 -2.43 7.08
H 1.48 -1.10 6.15
H 1.77 -1.25 7.89
C 1.76 3.83 -6.96
O 1.01 2.92 -6.18
P 1.97 1.60 -5.59
O 1.13 0.64 -6.44
O 1.28 1.74 -4.10
C -0.05 2.19 -3.96
O 2.93 0.29 -5.00
C 3.67 -0.41 -5.98
H 1.09 4.63 -7.30
H 2.56 4.27 -6.35
H 2.18 3.32 -7.83
H -0.71 1.85 -4.77
H -0.05 3.28 -3.90
H -0.46 1.81 -3.01
H 4.17 0.29 -6.65
H 3.01 -1.08 -6.55
H 4.42 -1.02 -5.48
*
```



(5)
Molecular formula: C19H34N6O2
Method: DFT, the ωB97M-V functional and the def2-TZVPD basis

The lowest unoccupied orbital energy is 0.66 eV. Its energy above the lowest of the compared OMol25 structures with the same formula, charge and spin is 27.5 kcal/mol. As for the structure (SMILES): COC[C@H]1CCCCN1C(=O)CCCn1nnnc1CN1CCC(C)CC1.

ORCA input file:
```
! wB97M-V def2-TZVPD RIJCOSX def2/J DEFGRID3
* xyz 0 1
C -6.39 -1.76 0.67
O -5.30 -0.90 0.47
C -4.49 -1.30 -0.60
C -3.29 -0.35 -0.83
C -3.69 1.10 -1.12
C -4.14 1.85 0.12
C -3.04 1.78 1.16
C -2.73 0.32 1.47
N -2.34 -0.41 0.27
C -1.25 -1.19 0.32
O -0.52 -1.22 1.30
C -0.90 -2.07 -0.88
C -0.15 -1.34 -2.00
C 1.08 -0.59 -1.48
N 0.68 0.65 -0.86
N -0.16 1.50 -1.45
N -0.29 2.50 -0.68
N 0.45 2.37 0.41
C 1.07 1.22 0.31
C 1.97 0.58 1.30
N 3.16 0.06 0.65
C 4.02 1.12 0.16
C 5.16 0.53 -0.67
C 5.98 -0.44 0.18
C 7.10 -1.08 -0.65
C 5.03 -1.50 0.75
C 3.90 -0.84 1.52
H -6.06 -2.79 0.89
H -6.95 -1.37 1.51
H -7.04 -1.80 -0.22
H -4.10 -2.32 -0.42
H -5.08 -1.33 -1.53
H -2.79 -0.73 -1.73
H -4.47 1.09 -1.88
H -2.81 1.61 -1.54
H -5.05 1.40 0.52
H -4.36 2.89 -0.14
H -3.34 2.28 2.08
H -2.15 2.29 0.78
H -1.90 0.24 2.17
H -3.61 -0.15 1.90
H -0.25 -2.85 -0.48
H -1.79 -2.55 -1.28
H 0.18 -2.08 -2.73
H -0.79 -0.62 -2.50
H 1.75 -0.35 -2.31
H 1.62 -1.16 -0.73
H 2.19 1.33 2.08
H 1.41 -0.25 1.75
H 3.42 1.79 -0.46
H 4.43 1.71 1.00
H 5.79 1.34 -1.04
H 4.74 0.00 -1.52
H 6.43 0.11 1.01
H 6.68 -1.64 -1.48
H 7.68 -1.76 -0.03
H 7.76 -0.32 -1.04
H 5.58 -2.18 1.40
H 4.61 -2.08 -0.08
H 3.21 -1.60 1.89
H 4.31 -0.30 2.39
*
```



(6)
Molecular formula: C19H34NO9P
Method: DFT, the ωB97M-V functional and the def2-TZVPD basis

The lowest unoccupied orbital energy is 0.72 eV. Its energy above the lowest of the compared OMol25 structures with the same formula, charge and spin is 0.0 kcal/mol. As for the structure (SMILES): O=C1CCCO1.O=C1CCCO1.O=C1CCCO1.O=C1CCCO1.CCCOPN.

ORCA input file:
```
! wB97M-V def2-TZVPD RIJCOSX def2/J DEFGRID3
* xyz 0 1
O -5.95 -7.01 0.25
C -6.83 -6.23 0.00
C -8.28 -6.52 -0.33
C -8.77 -5.22 -0.94
C -7.86 -4.20 -0.26
O -6.62 -4.89 -0.02
H -8.79 -6.75 0.61
H -8.35 -7.39 -0.98
H -9.82 -5.01 -0.79
H -8.57 -5.22 -2.02
H -8.26 -3.87 0.70
H -7.63 -3.33 -0.87
O 1.64 4.47 -2.73
C 1.45 3.36 -2.34
C 0.88 2.17 -3.09
C 0.53 1.19 -1.98
C 1.55 1.56 -0.91
O 1.78 2.98 -1.08
H 1.66 1.79 -3.76
H 0.03 2.49 -3.70
H 0.59 0.14 -2.26
H -0.48 1.38 -1.61
H 2.50 1.04 -1.04
H 1.20 1.38 0.10
O 2.49 -0.07 1.28
C 2.84 0.85 1.96
C 4.06 1.73 1.81
C 4.13 2.48 3.13
C 2.66 2.51 3.54
O 2.09 1.30 2.99
H 3.88 2.40 0.97
H 4.94 1.13 1.58
H 4.58 3.47 3.05
H 4.71 1.90 3.85
H 2.14 3.36 3.11
H 2.50 2.49 4.62
O 6.80 4.51 1.91
C 6.24 4.75 0.88
C 6.82 5.29 -0.41
C 5.58 5.73 -1.19
C 4.52 4.78 -0.64
O 4.91 4.53 0.72
H 7.35 4.48 -0.90
H 7.53 6.09 -0.20
H 5.68 5.65 -2.27
H 5.32 6.76 -0.94
H 4.50 3.83 -1.17
H 3.51 5.19 -0.64
C -3.36 -4.31 -0.27
C -1.84 -4.38 -0.23
C -1.16 -3.05 -0.47
O -1.77 -2.00 0.29
P -1.03 -1.24 1.54
N -0.76 0.30 0.74
H -3.71 -3.77 -1.16
H -3.79 -5.31 -0.30
H -3.77 -3.81 0.60
H -1.49 -5.07 -1.00
H -1.52 -4.79 0.73
H -0.10 -3.10 -0.22
H -1.24 -2.77 -1.53
H 0.30 -1.73 1.36
H -1.67 0.63 0.44
H -0.45 0.96 1.46
*
```



(7)
Molecular formula: C19H35AuI2O2P2
Method: DFT, the ωB97M-V functional and the def2-TZVPD basis

The lowest unoccupied orbital energy (spin up / spin down) is -5.93 / -10.04 eV. Its energy above the lowest of the compared OMol25 structures with the same formula, charge and spin is 0.0 kcal/mol.

ORCA input file:
```
! wB97M-V def2-TZVPD RIJCOSX def2/J DEFGRID3
* xyz 2 3
I 3.39 -0.30 3.02
I 3.52 -2.48 1.57
Au -0.29 0.14 -0.35
P 1.63 0.71 -1.55
C 1.79 2.51 -1.49
C 3.25 0.18 -0.95
H 4.04 0.56 -1.61
H 2.60 0.83 -3.77
H 3.30 -0.91 -0.92
H 1.81 -0.75 -3.48
H 1.84 2.82 -0.44
H 3.41 0.54 0.08
C 1.72 0.34 -3.33
H 2.70 2.83 -2.02
H 0.81 0.70 -3.84
H 0.91 2.97 -1.96
P -1.29 -1.28 1.24
C -2.51 -0.42 2.28
C -2.21 -2.69 0.55
H 0.56 -2.63 1.99
H -0.81 -2.67 3.15
H 0.31 -1.24 3.05
C -0.21 -2.02 2.49
H -1.52 -3.34 0.00
H -2.67 -3.27 1.37
H -3.02 -1.14 2.93
H -3.22 0.12 1.64
H -3.00 -2.34 -0.12
H -1.98 0.32 2.89
C -1.76 1.56 -0.63
O -2.67 1.81 0.13
C -2.76 0.99 -4.23
C -3.93 1.64 -3.47
C -4.50 0.62 -2.47
C -3.69 3.01 -2.84
C -4.66 4.02 -2.94
C -4.49 5.24 -2.30
C -3.36 5.49 -1.53
C -2.39 4.49 -1.37
C -1.21 4.67 -0.42
C -0.32 5.85 -0.80
C -1.70 4.82 1.02
C -2.60 3.28 -2.03
O -1.65 2.25 -1.83
H -2.12 0.41 -3.55
H -2.15 1.73 -4.77
H -3.18 0.29 -4.96
H -4.72 1.83 -4.21
H -3.70 0.04 -2.01
H -5.09 1.11 -1.68
H -5.15 -0.08 -3.01
H -5.56 3.82 -3.53
H -5.25 6.01 -2.38
H -3.19 6.45 -1.03
H -0.59 3.78 -0.48
H -0.84 6.80 -0.62
H 0.58 5.83 -0.18
H -0.02 5.81 -1.85
H -2.38 4.01 1.27
H -0.85 4.80 1.71
H -2.22 5.78 1.13
*
```



Values of strongest force on any atom, in order: 0.034; 0.008; 0.013; 0.203; 0.030; 0.008; 0.050, all in Eh/bohr.
Values of energy, in order: -47761.0311; -53391.8775; -31426.4497; -70999.4237; -33290.2204; -49462.0283; -62822.1740, all in eV.